DFT (ωB97M-V/def2-TZVPD) results for a structure of composition C43H34AsBrN7O3RuS2Se.

Element x y z (Å)
Ru (-0.227, -1.589, -0.783)
S (-0.628, -1.079, -3.092)
C (-0.751, 0.649, -3.431)
C (-0.788, 1.017, -4.786)
C (-0.901, 2.337, -5.174)
C (-0.980, 3.341, -4.214)
C (-0.944, 2.994, -2.876)
C (-0.831, 1.664, -2.465)
As (-0.799, 1.201, -0.564)
C (-2.693, 1.285, -0.130)
C (-3.035, 0.752, 1.224)
C (-4.469, 0.892, 1.599)
C (-5.397, 1.322, 0.712)
C (-5.029, 1.707, -0.598)
C (-3.670, 1.694, -0.982)
C (-0.255, 2.961, 0.121)
C (1.110, 3.196, 0.267)
C (1.576, 4.423, 0.716)
C (0.677, 5.434, 1.026)
C (-0.685, 5.209, 0.887)
C (-1.149, 3.977, 0.443)
H (-0.732, 0.233, -5.531)
H (-0.928, 2.586, -6.228)
H (-1.069, 4.379, -4.506)
H (-1.003, 3.777, -2.130)
H (-2.745, -0.307, 1.279)
H (-4.742, 0.592, 2.603)
H (-6.438, 1.375, 1.008)
H (-5.782, 2.045, -1.297)
H (-3.403, 2.030, -1.978)
H (1.815, 2.408, 0.029)
H (2.640, 4.591, 0.827)
H (1.037, 6.393, 1.377)
H (-1.393, 5.994, 1.127)
H (-2.214, 3.808, 0.342)
S (-4.094, -3.094, 0.892)
C (-4.493, -2.297, -0.576)
C (-3.401, -1.780, -1.202)
C (-2.178, -2.005, -0.492)
C (-2.427, -2.715, 0.660)
C (-1.340, -3.045, 1.549)
C (-1.442, -3.833, 2.694)
C (-0.312, -4.084, 3.441)
C (0.897, -3.535, 3.040)
C (0.922, -2.751, 1.903)
N (-0.159, -2.515, 1.156)
H (-5.523, -2.252, -0.894)
H (-3.458, -1.246, -2.140)
H (-2.404, -4.240, 2.977)
H (-0.371, -4.696, 4.333)
H (1.804, -3.687, 3.608)
H (1.830, -2.270, 1.579)
Br (0.791, -0.880, 4.851)
C (0.566, 0.972, 4.552)
C (1.500, 1.796, 5.166)
C (1.429, 3.170, 5.017)
C (0.417, 3.729, 4.253)
C (-0.507, 2.905, 3.639)
C (-0.452, 1.515, 3.766)
C (-1.465, 0.684, 3.037)
O (-2.190, 1.446, 2.196)
O (-1.615, -0.502, 3.158)
H (2.283, 1.346, 5.761)
H (2.166, 3.798, 5.501)
H (0.349, 4.801, 4.125)
H (-1.292, 3.333, 3.035)
C (5.169, 0.184, -2.427)
N (4.053, -0.047, -1.543)
C (4.048, 0.246, -0.131)
C (2.594, -0.072, 0.238)
O (2.141, 0.060, 1.351)
N (1.929, -0.498, -0.893)
C (2.816, -0.467, -1.897)
N (2.511, -0.808, -3.137)
H (5.757, 1.019, -2.048)
H (4.815, 0.461, -3.420)
H (5.822, -0.688, -2.512)
H (4.286, 1.291, 0.078)
H (4.729, -0.390, 0.441)
H (1.525, -1.088, -3.324)
H (3.214, -0.870, -3.850)
Se (-0.977, -5.888, -2.811)
N (0.644, -6.604, -2.871)
C (1.451, -5.722, -2.314)
C (2.859, -5.881, -2.144)
C (3.526, -4.872, -1.541)
C (2.825, -3.700, -1.103)
N (1.553, -3.493, -1.229)
C (0.838, -4.503, -1.835)
N (-0.463, -4.405, -2.012)
H (3.346, -6.783, -2.487)
H (4.593, -4.929, -1.370)
H (3.392, -2.908, -0.618)

Atoms 1-2, force components in eV/Å:
Ru -0.2 2.0 -0.1
S 0.2 -0.2 0.2

Values from the calculation:
Frontier orbital gap (spin up / spin down)   3.1 / 2.9 eV
Energy relative to the best compared isomer or geometry (same formula, charge and spin)   498.40 kJ/mol
Largest force on an atom   2.58 eV/A
Multiplicity   2
Total energy   -282193.6963 eV